1.
The following is a DFT calculation (the ωB97M-V functional and the def2-TZVPD basis) of a 2-piece molecular cluster, C6H12 overall.

Geometry as XYZ:
```
18
Properties=species:S:1:pos:R:3:lowdin_charge:R:1
C 0.408 -1.148 1.335 -0.057
C 0.236 -0.515 -0.054 -0.536
C 0.218 -1.558 -1.165 -0.049
C -0.870 0.517 -0.032 -0.096
C -0.045 1.543 0.186 -0.119
C 1.187 0.732 -0.145 -0.119
H 1.377 -1.653 1.427 0.082
H 0.360 -0.359 2.093 0.084
H -0.380 -1.877 1.563 0.081
H 1.167 -2.101 -1.239 0.080
H 0.009 -1.114 -2.144 0.080
H -0.562 -2.305 -0.963 0.080
H -1.932 0.422 -0.229 0.079
H -0.182 2.567 0.516 0.076
H 2.066 0.741 0.506 0.104
H 1.491 0.942 -1.179 0.113
H -2.529 2.380 -0.061 0.060
H -2.020 2.787 -0.414 0.057
```

SMILES string = CC1(C)C=CC1.[H][H]
Largest force on an atom = 0.4 eV/A
Orbital gap = 10.2205 eV

2.
The following is a DFT calculation (the ωB97M-V functional and the def2-TZVPD basis) of C31H29F2IrN4Si as an isolated structure.

Geometry as XYZ:
```
68
Properties=species:S:1:pos:R:3:mulliken_spin:R:1
Ir -0.026 0.164 -0.276 0.616
F 0.097 2.861 -4.884 0.001
C -0.649 2.196 -3.997 0.004
C -0.047 1.689 -2.860 -0.054
C -0.832 1.000 -1.942 0.038
C -2.210 0.836 -2.153 0.011
C -2.748 1.356 -3.330 0.002
F -4.058 1.208 -3.595 0.000
C -1.997 2.035 -4.262 0.000
C -2.959 0.169 -1.080 0.004
C -4.334 -0.055 -1.048 -0.001
C -4.906 -0.622 0.075 0.000
C -4.103 -0.964 1.154 -0.005
C -2.746 -0.742 1.052 -0.005
N -2.187 -0.197 -0.034 -0.006
H 1.019 1.821 -2.720 0.004
H -2.448 2.428 -5.161 0.000
H -4.946 0.221 -1.891 0.000
H -5.974 -0.793 0.107 0.000
H -4.511 -1.401 2.054 0.000
H -2.065 -1.017 1.845 0.000
C -0.056 -1.899 -3.375 0.001
C 0.157 -2.553 -2.048 -0.011
C 0.346 -3.917 -1.910 0.046
C 0.520 -4.465 -0.638 -0.019
C 0.502 -3.668 0.486 0.043
C 0.319 -2.296 0.298 -0.035
N 0.157 -1.789 -0.947 0.031
N 0.261 -1.273 1.189 0.246
Si 0.807 -1.263 2.866 -0.008
C 2.632 -1.631 2.849 0.019
C -0.124 -2.531 3.868 0.001
C 0.469 0.434 3.565 -0.005
H 0.339 -2.520 -4.176 -0.001
H 0.414 -0.920 -3.402 0.000
H -1.124 -1.751 -3.554 0.000
H 0.362 -4.541 -2.791 0.001
H 0.666 -5.532 -0.532 0.000
H 0.630 -4.077 1.478 0.002
H 2.843 -2.617 2.428 0.000
H 3.030 -1.610 3.866 0.002
H 3.175 -0.890 2.257 0.000
H 0.113 -3.556 3.577 0.000
H -1.207 -2.403 3.789 0.000
H 0.141 -2.428 4.923 0.000
H 0.513 1.208 2.803 0.004
H 1.216 0.678 4.324 0.000
H -0.512 0.485 4.045 0.000
C -1.040 4.020 1.429 0.003
C 0.204 4.622 1.525 0.001
C 1.332 3.929 1.127 0.007
C 1.207 2.632 0.647 0.029
N -0.014 2.058 0.576 0.005
C -1.108 2.732 0.940 0.008
C 2.301 1.788 0.159 0.022
C 3.643 2.134 0.251 -0.037
C 4.611 1.277 -0.254 0.066
C 4.241 0.078 -0.853 -0.032
C 2.902 -0.279 -0.934 0.066
C 1.915 0.567 -0.426 -0.073
H -1.945 4.534 1.719 0.000
H 0.295 5.634 1.898 0.000
H 2.304 4.396 1.178 0.001
H -2.047 2.207 0.834 0.003
H 3.952 3.061 0.717 0.002
H 5.656 1.546 -0.183 0.002
H 4.999 -0.583 -1.251 0.000
H 2.632 -1.222 -1.392 0.000
```

Charge = +1
Spin multiplicity = 2
Largest force on an atom = 0.6 eV/A
Orbital gap (alpha / beta) = 8.3634 / 5.6098 eV

3.
The following is a DFT calculation (the ωB97M-V functional and the def2-TZVPD basis) of C5H10N2O as an isolated structure in a non-equilibrium geometry.

Geometry as XYZ:
```
18
Properties=species:S:1:pos:R:3:lowdin_charge:R:1
C 1.174 -0.187 0.858 -0.288
C -0.262 -0.060 0.761 -0.211
C 1.971 -1.301 1.493 -0.055
C -0.087 1.405 -1.542 -0.085
C -1.223 0.732 -0.796 -0.277
N -2.974 -0.594 -0.918 0.056
N -1.848 -0.371 -1.359 -0.090
O 0.366 0.915 1.436 -0.002
H 1.755 0.173 -0.031 0.140
H -0.992 -0.785 1.303 0.156
H 1.526 -1.817 2.468 0.124
H 2.880 -0.848 1.879 0.064
H 2.285 -2.048 0.757 0.081
H 0.598 1.495 -0.707 0.025
H -0.313 2.495 -1.800 0.096
H 0.364 0.827 -2.384 0.093
H -1.839 1.388 -0.110 0.136
H -3.380 -1.416 -1.308 0.036
```

Largest force on an atom = 4.5 eV/A
Orbital gap = 9.7504 eV